1.
10
Properties=species:S:1:pos:R:3:nbo_charge:R:1 method="wB97M-V/def2-TZVPD" e_homo_ev=-8.47 e_lumo_ev=0.51 smiles="C=CO.O" spin_multiplicity=1 charge=0
C -1.469 0.232 -0.333 -0.603
C -1.156 0.140 0.977 0.173
O 0.084 0.103 1.480 -0.680
H -2.404 0.743 -0.602 0.219
H -0.738 -0.167 -1.090 0.207
H -1.940 0.291 1.796 0.170
H 0.617 0.223 0.615 0.504
O 2.089 -0.322 -0.775 -0.977
H 2.175 -1.279 -0.631 0.490
H 2.743 0.037 -1.437 0.496

=====

2.
10
Properties=species:S:1:pos:R:3:nbo_charge:R:1 method="wB97M-V/def2-TZVPD" e_homo_ev=-9.26 e_lumo_ev=0.70 smiles="C=CO.O" spin_multiplicity=1 charge=0
C -0.012 1.073 -0.322 -0.507
C -0.548 -0.052 -0.784 0.129
O -0.631 -0.152 -2.153 -0.687
H 0.066 1.315 0.723 0.194
H 0.223 1.845 -1.043 0.211
H -0.810 -0.902 -0.181 0.180
H -1.073 -0.973 -2.406 0.480
O 0.789 -0.880 2.377 -0.938
H 1.097 -1.331 1.586 0.470
H 0.901 0.058 2.204 0.469

=====

3.
10
Properties=species:S:1:pos:R:3:nbo_charge:R:1 method="wB97M-V/def2-TZVPD" e_homo_ev=-10.30 e_lumo_ev=0.82 smiles=OCCO spin_multiplicity=1 charge=0
O -1.310 -0.830 -0.039 -0.719
C -0.631 0.384 -0.323 -0.096
C 0.782 0.348 0.162 -0.088
O 1.412 -0.852 -0.225 -0.717
H -1.404 -0.900 0.926 0.463
H -0.642 0.413 -1.398 0.183
H -1.122 1.290 0.058 0.165
H 0.775 0.512 1.249 0.145
H 1.369 1.199 -0.254 0.186
H 0.770 -1.564 -0.157 0.478

=====

4.
10
Properties=species:S:1:pos:R:3:nbo_charge:R:1 method="wB97M-V/def2-TZVPD" e_homo_ev="-8.05 / -8.07" e_lumo_ev="0.66 / 0.64" spin_multiplicity=1 charge=0
C -1.252 -0.224 -0.006 -0.065
C 1.308 -0.298 -0.046 -0.057
O -1.499 1.085 -0.097 -0.732
O 1.499 1.037 0.178 -0.726
H -1.272 -0.572 1.012 0.151
H -1.435 -0.974 -0.798 0.163
H 1.494 -0.611 -1.072 0.135
H 1.988 -0.839 0.689 0.151
H -2.462 1.144 -0.381 0.493
H 0.654 1.457 0.032 0.487